(1)
# C28H23NPPdSe2Te2

A molecular structure, C28H23NPPdSe2Te2 in a non-equilibrium geometry (ωB97M-V/def2-TZVPD, the Open Molecules 2025 dataset).

```
58
C28H23NPPdSe2Te2 | the Open Molecules 2025 dataset | ωB97M-V/def2-TZVPD
Pd 1.193 1.335 0.869
C -3.481 -2.259 -2.886
C -3.065 -0.989 -3.253
C -2.043 -0.370 -2.548
C -1.433 -1.016 -1.473
C -1.858 -2.291 -1.106
C -2.876 -2.906 -1.817
P -0.017 -0.173 -0.683
C -0.040 -1.132 0.915
C -1.178 -1.038 1.720
C -1.268 -1.752 2.904
C -0.222 -2.578 3.302
C 0.904 -2.691 2.501
C 0.992 -1.979 1.310
C 1.437 -0.872 -1.501
C 1.382 -1.909 -2.396
C 2.558 -2.390 -3.003
C 3.755 -1.792 -2.735
C 3.846 -0.705 -1.833
C 5.076 -0.042 -1.608
C 5.132 1.022 -0.760
C 3.978 1.438 -0.057
C 2.768 0.825 -0.244
C 2.674 -0.253 -1.174
H -4.280 -2.746 -3.430
H -3.533 -0.479 -4.084
H -1.717 0.623 -2.835
H -1.397 -2.812 -0.278
H -3.198 -3.900 -1.533
H -2.013 -0.421 1.404
H -2.164 -1.683 3.508
H -0.293 -3.141 4.223
H 1.716 -3.344 2.794
H 1.873 -2.085 0.687
H 0.431 -2.358 -2.653
H 2.501 -3.219 -3.696
H 4.659 -2.131 -3.227
H 5.960 -0.387 -2.129
H 6.065 1.545 -0.596
H 4.085 2.242 0.656
Se 1.870 4.057 0.874
Te 2.515 4.781 3.021
Te 2.897 2.555 4.437
Se 2.458 0.726 2.990
N -0.566 2.034 2.107
C -1.812 2.392 1.453
C -3.023 2.136 2.081
C -4.215 2.451 1.445
C -4.198 3.040 0.189
C -2.985 3.306 -0.430
C -1.791 2.976 0.195
H -0.756 1.359 2.843
H -0.174 2.859 2.556
H -3.035 1.684 3.067
H -5.155 2.243 1.936
H -5.127 3.289 -0.306
H -2.965 3.766 -1.409
H -0.847 3.160 -0.301
```

Values from the calculation:
E_HOMO (alpha / beta) = -10.4 / -10.4 eV
ΔE to the lowest compared entry with this formula, charge and spin = 149.7 kJ/mol
Total charge = +1



(2)
# C28H24BeN11OS2

A molecular structure, C28H24BeN11OS2 (ωB97M-V/def2-TZVPD, the Open Molecules 2025 dataset).

```
67
C28H24BeN11OS2 | the Open Molecules 2025 dataset | ωB97M-V/def2-TZVPD
Be 1.157 0.427 2.096
C 4.988 -2.753 4.480
S 4.067 -1.499 5.376
C 3.131 -0.729 4.131
S 3.156 -1.203 2.514
N 2.337 0.191 4.677
N 1.510 0.789 3.820
C 0.784 1.749 4.293
C -0.123 2.369 3.348
C -0.975 3.431 3.635
C -1.786 3.918 2.628
C -1.734 3.341 1.362
C -0.861 2.291 1.156
N -0.077 1.814 2.125
H 5.591 -3.258 5.233
H 5.636 -2.301 3.734
H 4.318 -3.467 4.008
H 0.862 2.052 5.330
H -0.988 3.857 4.628
H -2.457 4.744 2.822
H -2.352 3.699 0.552
H -0.776 1.808 0.188
C -3.194 -2.409 1.514
N -1.794 -2.039 1.629
C -1.280 -0.861 1.946
N 0.044 -0.912 1.832
C 0.276 -2.198 1.424
N -0.815 -2.899 1.277
C -3.751 -2.182 0.126
C -5.074 -2.539 -0.117
C -5.637 -2.333 -1.366
C -4.888 -1.769 -2.386
C -3.564 -1.416 -2.147
C -2.996 -1.624 -0.893
C -2.784 -0.826 -3.233
N -3.180 -0.528 -4.420
N -2.085 0.006 -5.079
C -1.109 -0.011 -4.242
O -1.473 -0.523 -3.035
C 0.262 0.449 -4.445
C 0.607 1.057 -5.651
C 1.900 1.506 -5.843
C 2.850 1.362 -4.839
C 2.513 0.750 -3.642
C 3.546 0.569 -2.556
N 3.019 0.971 -1.256
C 2.543 0.201 -0.291
N 2.005 0.964 0.653
C 2.210 2.232 0.191
N 2.820 2.273 -0.963
C 1.216 0.290 -3.450
H -3.745 -1.822 2.250
H -3.267 -3.458 1.799
H -1.869 -0.015 2.255
H 1.262 -2.602 1.275
H -5.666 -2.983 0.674
H -6.665 -2.615 -1.546
H -5.312 -1.603 -3.366
H -1.958 -1.359 -0.736
H -0.146 1.172 -6.419
H 2.170 1.983 -6.775
H 3.856 1.733 -4.990
H 4.434 1.166 -2.751
H 3.848 -0.475 -2.461
H 2.604 -0.874 -0.288
H 1.920 3.118 0.727
H 0.936 -0.195 -2.521
```

Values from the calculation:
E_HOMO = -10.5 eV
ΔE to the lowest compared entry with this formula, charge and spin = 19.2 kJ/mol
Total charge = +1



(3)
# C28H24CeI2N4O4

A molecular structure, C28H24CeI2N4O4 in a non-equilibrium geometry (ωB97M-V/def2-TZVPD, the Open Molecules 2025 dataset).

```
63
C28H24CeI2N4O4 | the Open Molecules 2025 dataset | ωB97M-V/def2-TZVPD
Ce 0.620 0.334 -1.263
O -1.727 3.371 1.815
C -1.285 2.822 2.972
C -1.938 3.092 4.184
C -1.386 2.764 5.406
C -0.163 2.059 5.429
C 0.424 1.697 4.221
C -0.097 2.094 2.960
C 0.606 1.663 1.720
O 0.025 1.858 0.553
N 1.748 1.067 1.868
N 2.274 0.635 0.650
C 3.582 0.477 0.677
C 4.402 -0.059 -0.386
C 5.791 -0.234 -0.164
C 6.612 -0.762 -1.166
C 6.046 -1.227 -2.396
C 4.641 -1.128 -2.580
C 3.845 -0.542 -1.590
O 2.576 -0.503 -1.823
H -1.151 2.974 1.115
H -2.870 3.644 4.146
H -1.908 3.057 6.298
H 0.268 1.638 6.337
H 1.406 1.177 4.197
H 4.080 0.671 1.637
H 6.246 0.022 0.814
H 7.661 -0.876 -0.923
H 6.626 -1.606 -3.196
H 4.267 -1.501 -3.488
I -5.376 -4.201 -4.474
C -3.651 -3.206 -3.777
C -2.439 -3.878 -3.791
C -1.292 -3.226 -3.310
I 0.499 -4.268 -3.342
C -1.309 -1.881 -2.907
O -0.273 -1.120 -2.595
C -2.585 -1.208 -2.974
C -2.654 0.276 -2.706
N -2.082 0.699 -1.436
C -2.832 0.073 -0.315
C -2.005 -0.471 0.793
C -2.607 -0.628 2.065
C -1.913 -1.260 3.078
C -0.585 -1.656 2.851
C -0.029 -1.371 1.628
N -0.745 -0.868 0.620
C -3.754 -1.921 -3.272
H -2.294 -4.888 -3.969
H -3.668 0.666 -2.728
H -2.168 0.738 -3.535
H -2.127 1.729 -1.361
H -3.334 -0.789 -0.785
H -3.688 0.659 0.084
H -3.611 -0.358 2.260
H -2.357 -1.369 4.061
H 0.026 -2.116 3.664
H 1.002 -1.648 1.448
H -4.692 -1.413 -3.249
C 0.356 2.330 -2.414
H -0.620 2.454 -2.897
H 1.158 2.437 -3.159
H 0.428 3.004 -1.581
```

Values from the calculation:
E_HOMO (alpha / beta) = -7.8 / -7.8 eV
ΔE to the lowest compared entry with this formula, charge and spin = 63.7 kJ/mol
Total charge = 0



(4)
# C28H24ClN6O2PtS

A molecular structure, C28H24ClN6O2PtS in a non-equilibrium geometry (ωB97M-V/def2-TZVPD, the Open Molecules 2025 dataset).

```
63
C28H24ClN6O2PtS | the Open Molecules 2025 dataset | ωB97M-V/def2-TZVPD
Pt 0.042 -0.231 0.105
C 0.689 2.369 -3.464
C 1.893 2.981 -3.154
C 2.550 2.624 -1.984
C 1.984 1.681 -1.157
N 0.808 1.110 -1.445
C 0.173 1.442 -2.583
C 2.578 1.210 0.089
C 3.879 1.449 0.473
C 4.336 0.921 1.669
C 3.496 0.133 2.437
C 2.220 -0.126 1.986
N 1.767 0.447 0.850
C 1.280 -1.029 2.636
C 1.613 -1.914 3.637
C 0.629 -2.743 4.157
C -0.665 -2.646 3.672
C -0.924 -1.738 2.668
N 0.034 -0.955 2.147
H 0.156 2.605 -4.376
H 2.321 3.724 -3.814
H 3.491 3.092 -1.726
H -0.761 0.941 -2.791
H 4.543 2.020 -0.160
H 5.354 1.106 1.992
H 3.843 -0.286 3.371
H 2.628 -1.978 4.003
H 0.874 -3.457 4.934
H -1.463 -3.266 4.062
H -1.920 -1.618 2.273
Cl -3.334 -3.486 -1.128
C -3.775 -2.016 -0.276
C -2.643 -1.032 -0.224
O -2.962 0.223 -0.178
O -1.461 -1.468 -0.197
H -4.042 -2.273 0.749
H -4.624 -1.546 -0.758
N 1.283 -2.088 -0.453
C 1.502 -3.217 -0.405
C 1.801 -4.626 -0.333
C 1.782 -5.258 0.911
C 2.118 -6.592 0.995
C 2.475 -7.289 -0.156
C 2.478 -6.658 -1.393
C 2.143 -5.324 -1.489
H 1.504 -4.699 1.797
H 2.107 -7.096 1.953
H 2.753 -8.333 -0.086
H 2.749 -7.211 -2.284
H 2.150 -4.820 -2.448
C -4.684 2.821 -1.718
N -4.441 2.974 -0.262
C -5.235 3.692 0.594
C -4.689 3.591 1.834
N -3.575 2.816 1.701
C -3.414 2.435 0.424
S -2.109 1.529 -0.261
H -5.612 3.321 -1.969
H -4.760 1.767 -1.970
H -3.870 3.269 -2.280
H -6.117 4.223 0.265
H -5.005 4.016 2.775
H -2.957 2.553 2.455
```

Values from the calculation:
E_HOMO = -15.9 eV
ΔE to the lowest compared entry with this formula, charge and spin = 243.7 kJ/mol
Total charge = +3